Record 1
Here is a cluster of 2 separate species, C4H9N in total at a distorted geometry from OMol25. Energies are from wB97M-V/def2-TZVPD.

```
14
C4H9N wB97M-V/def2-TZVPD
C -1.91862 0.56208 -0.89061
H -1.32519 1.23455 -0.28994
H 1.90665 0.40160 2.30677
H -1.87376 0.55157 -1.96699
H 2.83903 0.73001 0.18609
H 0.47458 -0.93927 -0.86230
H -3.01922 -0.17634 0.80215
C 1.44596 -0.46360 -0.80533
H 0.85895 -0.86210 1.66853
C -2.84332 -0.16476 -0.26504
C 1.92674 0.15224 0.28401
H -3.60310 -0.68425 -0.84133
N 1.44922 -0.05198 1.55206
H 1.84373 -0.17688 -1.77147
```

Properties
Energy relative to the best compared isomer or geometry (same formula, charge and spin) = 37.0 kcal per mole
DFT total energy = -212.49220 Eh
Orbital gap = 9.2 eV
Total charge = 0
SMILES = C=CN.C=C
LUMO level = 1.14 eV

Atom charges from the natural (NBO) analysis, given in e for atoms 1 to 4: -0.387 0.202 0.389 0.199


Record 2
Here is a structure of composition C30H24F10N6OsS2 at a distorted geometry from OMol25. Energies are from wB97M-V/def2-TZVPD.

```
73
C30H24F10N6OsS2 wB97M-V/def2-TZVPD
H -1.25245 -4.77700 -1.58862
C -2.79269 1.39245 0.77815
S -1.50973 0.19608 -2.01407
H -1.25519 4.12625 -4.61664
H -3.62280 -0.21338 1.98569
H 3.54998 -1.34844 -2.97593
C -0.51050 -3.99155 -1.57420
H -2.67937 4.82111 -3.82094
H -4.05524 2.96344 -4.36601
C 4.57027 1.23641 2.53318
C 1.60883 -3.08115 -2.17002
F 6.16961 -0.47681 2.71356
F 3.05747 2.95387 2.38447
C 4.95822 -0.07926 2.37636
C 4.03820 -0.96650 1.85688
C -0.67445 -3.38539 3.51055
C -0.73541 2.83636 0.94413
N 1.02328 1.18589 1.23519
C -2.12261 3.90557 -3.99921
C 2.92235 1.88208 -2.26528
N -1.80611 -0.79040 1.09917
C -0.80873 -2.78298 -0.97459
C 2.33171 0.78802 1.62561
F 0.29946 -3.54927 4.39019
C -3.00086 2.81087 -4.60071
N 1.32415 0.44782 -1.22137
N 0.06078 -1.76980 -0.92043
H -3.75788 -0.48725 0.25503
H -2.86478 0.66070 -4.34930
H 1.02818 -5.10579 -2.57995
C 0.74225 -4.16191 -2.13631
F 0.14947 -1.25868 3.01919
C -1.64138 -4.36479 3.34813
C -2.72152 -2.99399 1.70835
H -2.88560 2.76445 -5.68132
H 3.26335 2.89091 -2.44876
N -2.54557 1.55476 -4.00038
H 0.74783 2.86492 2.50637
H 1.26331 2.49995 -1.06367
C 1.93071 -0.61338 -1.77481
H -1.18590 3.72813 1.38903
C 1.22258 -1.88804 -1.58690
C -1.75643 -1.99582 1.83309
N -1.42987 1.60259 1.31091
F 5.41793 2.12128 3.03046
C 3.07203 -0.47810 -2.55236
H -0.50657 1.56026 3.23839
H -1.90241 0.52249 3.07881
C -3.10532 -0.08999 1.03185
C -2.67568 -4.16158 2.44525
C 3.29781 1.65171 2.17302
C 3.58484 0.78315 -2.79058
H -3.51440 2.05578 1.25993
F -3.59627 -5.09336 2.26700
H 4.47716 0.90718 -3.38890
C 1.80552 1.66758 -1.48516
H -0.77411 2.92601 -0.13598
H -2.76593 1.61290 -0.28298
H 2.56336 -3.16545 -2.66721
F 1.95741 -1.49899 1.04040
H -1.78023 -2.60503 -0.54316
C -0.74842 -2.22028 2.76943
H -2.13278 2.28061 3.17844
H 1.38300 3.27030 0.93808
S -1.54158 3.24533 -2.40158
C 0.67875 2.61602 1.44911
C -1.49102 1.48423 2.79676
F -1.58067 -5.47952 4.04609
Os -0.30583 0.07357 0.29328
F -3.69290 -2.85233 0.79608
F 4.35507 -2.24423 1.69210
C -1.89902 1.61550 -2.85362
C 2.77335 -0.53607 1.50324
```

Properties
Energy relative to the best compared isomer or geometry (same formula, charge and spin) = 24.4 kcal per mole
DFT total energy = -3371.27071 Eh
Orbital gap = 6.5 eV
Total charge = +2
LUMO level = -6.78 eV

Atom charges from the Mulliken analysis, given in e for atoms 1 to 4: 0.557 -0.720 -0.138 0.334


Record 3
Here is a structure of composition C22H32I2NO3P2Rh at a distorted geometry from OMol25. Energies are from wB97M-V/def2-TZVPD.

```
63
C22H32I2NO3P2Rh wB97M-V/def2-TZVPD
C 3.36905 0.10579 4.50066
C 3.57556 -4.31427 1.85151
H 1.50684 -4.08162 2.51707
C 2.21485 2.15884 4.99397
O 3.20428 2.13323 0.84792
H -0.91946 0.16792 3.65334
C 2.54662 1.21041 0.53531
H 3.42219 -5.32661 1.46255
C 2.68206 -0.57249 5.52371
H 3.46701 -1.31824 -0.72355
P 1.49995 -0.29161 -1.80236
H 5.60940 -4.13212 1.15109
C 4.99755 -2.37483 2.23947
H 5.97053 -1.87114 2.14757
H -2.69384 2.73046 1.15857
H 3.86938 0.24677 -1.52900
C 2.49423 -3.62448 2.41464
C 2.64929 -2.29523 2.82389
I -2.85924 -1.88202 -1.56727
H 0.28535 1.16094 -3.27110
C 3.27071 -0.66411 -1.58820
H 2.27287 -2.67790 5.44910
H -0.17383 -1.61692 -2.95211
P -1.79314 0.46680 1.43886
O 0.48481 -1.81197 3.68289
H 4.00136 -2.29515 5.61934
C 1.65023 0.10554 6.18025
H -3.87676 1.67054 1.98763
H 2.90360 -2.11010 7.00127
H 3.85165 2.00767 3.60347
C 3.94116 -1.72531 2.90318
H 0.57971 1.93680 6.39926
C 1.34639 0.99962 -3.03770
H -3.62529 -0.46639 2.77360
H -3.61611 1.55485 0.21028
N 4.21635 -0.55502 3.60442
C 1.41446 1.45070 5.90583
C 0.89357 -1.71928 -2.73823
C 2.99392 -1.98315 5.90968
H -2.19262 -1.55473 2.61279
H -0.39342 1.70952 2.92964
H 4.99403 -0.00152 3.23589
H -0.01391 0.03816 7.53901
H 0.34257 -1.51582 6.74436
H -3.33094 -1.40294 1.23503
C 3.21649 1.48499 4.31533
H 1.76126 1.94337 -2.67455
H 3.41479 -1.19207 -2.52653
H 1.02901 -2.64220 -2.16886
H -2.06067 1.60042 3.60032
C -2.87416 -0.87747 2.08257
C -3.13124 1.71982 1.17988
C 4.80850 -3.65249 1.71528
H 1.36962 -0.92562 8.07185
H 1.85431 0.70128 -3.96462
H 1.44476 -1.80678 -3.68412
H 2.05200 3.21698 4.83809
C 1.40929 -1.44017 2.95527
O 1.41078 -0.31616 2.27977
I -2.59994 0.55379 -2.48072
Rh 1.48835 -0.24118 0.28920
C -1.25477 1.05200 3.09178
C 0.79199 -0.61538 7.18728
```

Properties
Energy relative to the best compared isomer or geometry (same formula, charge and spin) = 57.1 kcal per mole
DFT total energy = -2525.93861 Eh
Orbital gap (spin up / spin down) = 3.2 / 2.7 eV
Total charge = +2
Multiplicity = 5
LUMO level (spin up / spin down) = -8.93 / -10.95 eV

Atom charges from the natural (NBO) analysis, given in e for atoms 1 to 4: 0.129 -0.153 0.251 -0.200


Record 4
Here is a structure of composition C44H62N7O2RuS2Sb at a distorted geometry from OMol25. Energies are from wB97M-V/def2-TZVPD.

```
119
C44H62N7O2RuS2Sb wB97M-V/def2-TZVPD
H -1.93666 0.47069 11.61156
H -4.32155 2.44782 7.75071
H 2.76075 -2.15766 4.20346
C -3.99374 1.98243 -3.36868
H 3.69490 -1.96567 -3.55669
C -2.65249 2.48758 -3.85546
C -3.17251 -5.36050 -1.06902
C 1.90900 -1.55329 3.92939
C 1.06055 1.75725 -3.62581
C -3.55746 2.07680 1.64982
H -3.18714 4.54999 -3.78607
C 2.61126 1.58246 0.18914
H -3.57075 0.39773 13.38294
H 2.35522 3.44941 -3.34601
Ru 0.12422 -0.37978 -0.14629
C -2.02089 0.67099 9.50174
H 4.54237 2.48614 0.30958
H -4.17548 1.86864 14.17926
C -1.39097 0.68011 2.60846
C 2.02970 0.68882 -3.14901
H 1.42592 3.01918 -1.91164
C -2.39769 3.90581 -3.39648
H 3.96300 -4.42575 -3.63941
C -1.74450 -1.13713 -4.88009
H -0.96172 -0.70652 -5.50428
C 0.77843 2.92144 0.46334
H 0.60886 -1.66941 -3.70532
C 4.65961 -1.77326 -1.64047
N 1.28462 1.71212 0.22702
H 2.98604 0.57532 0.02730
H 5.61634 -2.01357 -1.17611
H -0.48560 -2.89649 -3.08704
H -3.62726 -2.56107 1.53918
H -4.32427 -3.81521 0.58094
N -1.56962 0.79053 1.27642
H 1.77746 0.33416 -2.13940
H 2.11635 -3.71594 -2.18184
H 3.03690 1.09884 -3.11848
H 3.41062 5.98811 0.27520
H -2.69401 -0.66790 -5.12490
H -2.35063 -1.22874 -1.46794
C -3.60500 1.70894 10.99492
H 0.64568 3.84838 -3.26312
N -3.53105 -3.23165 0.79576
O -4.11943 1.99504 12.17438
N -2.17774 -4.37742 -0.68342
H -2.40154 3.98886 -2.31007
H -4.38743 2.61924 1.22099
H -3.31576 2.98056 -5.80761
C -3.55508 1.49108 13.36831
H 4.52800 -0.69387 -1.64538
C -3.81790 2.02625 8.60612
H -3.40629 -6.03000 -0.23999
C -2.53723 2.36318 -5.35477
C -2.60694 -1.38692 -2.52632
H -3.49672 -0.80780 -2.75944
H -2.77504 -5.95520 -1.88505
C 1.56901 4.04158 0.62683
H 2.03655 -0.15598 -3.83363
C -4.26859 2.26633 9.87398
S 3.38145 -2.52974 -0.54256
H -4.77323 2.65080 -3.73683
C 4.51898 -2.42178 -3.00618
H 0.70249 0.98533 -5.63416
C -3.40723 1.97112 3.01406
H 0.47930 2.73817 -5.45326
H -1.45327 4.28503 -3.77888
H 3.94162 5.32232 1.80515
C 1.68579 -1.21267 2.59241
C 3.47570 2.64850 0.34623
C -2.09411 1.04385 4.91164
S -0.97534 -2.57262 0.79924
H 1.10846 5.00043 0.79880
C -1.42911 -0.99199 -3.40460
H 4.83217 4.92886 0.34014
H -1.82996 -2.19291 -5.13979
H -4.08802 -4.87581 -1.40944
C 4.22368 -3.88822 -2.72896
H -2.84595 -2.43986 -2.67338
C 1.38573 3.09921 -2.99366
C -0.22534 -1.83836 -3.02985
N -2.81831 1.47662 5.96007
H 2.36494 -1.55496 1.82149
C 3.08524 -3.91545 -1.72542
H -1.58414 2.72396 -5.72842
C -0.05818 -0.30439 4.48004
O 2.15912 -1.64938 -0.64296
H -2.69356 1.34593 -5.70002
H 0.09995 -1.62558 -1.98844
H -1.14715 0.04932 9.37831
H -2.52997 1.84759 13.50280
Sb -0.99523 1.16633 -2.80049
H -4.05639 1.96823 -2.28032
C -2.22774 1.00021 7.04322
H 3.04615 -4.84740 -1.16566
C -1.00823 0.26740 5.36116
C 3.83911 5.10640 0.74243
N 0.65788 -0.49319 2.19587
H 5.10405 -4.36155 -2.29333
C 1.03431 -1.09084 4.88248
H -0.30078 2.98902 0.51849
H -2.71044 1.52662 -0.25770
H -4.09893 2.42102 3.70891
H 2.08892 2.05672 -5.46745
H 1.18111 -1.33016 5.92524
H -4.20999 0.98988 -3.75719
C -2.33440 -3.45302 0.25564
C -0.23564 -0.05079 3.09201
H -5.13295 2.88428 10.06280
C -2.46724 0.90392 10.77815
H -0.49505 -0.19778 7.36492
C -2.67924 1.22344 8.38665
H 5.42829 -2.30121 -3.59344
C 1.06609 1.88150 -5.13462
C -2.61391 1.46126 0.82422
H -1.23037 -4.52206 -1.00486
C 2.95877 3.92657 0.56193
C -2.31697 1.24981 3.51842
N -1.11834 0.25302 6.71450
```

Properties
Energy relative to the best compared isomer or geometry (same formula, charge and spin) = 41.7 kcal per mole
DFT total energy = -3378.24274 Eh
Orbital gap (spin up / spin down) = 5.6 / 2.7 eV
Total charge = +3
Multiplicity = 6
LUMO level (spin up / spin down) = -7.11 / -10.04 eV

Atom charges from the Mulliken analysis, given in e for atoms 1 to 4: 0.431 0.505 0.516 -1.666


Record 5
Here is a structure of composition C9H25IN2Pd at a distorted geometry from OMol25. Energies are from wB97M-V/def2-TZVPD.

```
38
C9H25IN2Pd wB97M-V/def2-TZVPD
H -0.84675 0.46283 2.79689
N 0.53554 -0.48582 1.59140
C -2.16488 0.37843 -2.13819
C -1.85035 -2.29010 0.77196
H -1.13755 -2.41601 1.57779
H 1.13035 0.44981 -2.54124
H -2.08203 -0.24982 -3.02979
C 0.00158 2.72787 -0.37727
C 1.37299 0.68214 1.42802
H 2.35333 0.44003 1.88643
H 1.62784 -1.87202 0.43219
H -1.64215 1.32677 -2.23575
C 0.91509 1.48292 -2.23351
H 0.03566 1.86401 -2.75256
H -2.88022 -2.15454 1.12126
H 1.76715 2.16223 -2.43048
H 0.61208 -2.53665 1.72905
Pd -1.60762 -0.91669 -0.69906
H 1.20562 -1.25678 -1.38650
H 0.94251 1.58288 1.89262
H -1.86472 -3.16096 0.12232
H -0.12927 -1.45085 -2.59311
H -0.79364 -1.30200 2.93617
H 2.14906 -1.72652 2.16490
N 0.60975 1.47661 -0.82164
H 0.51532 -0.36313 3.70722
C -0.18233 -0.41160 2.85128
C 1.29221 -1.73200 1.46410
C 0.17966 -1.60926 -1.54956
I -2.70400 0.89687 0.82663
H 0.05622 -2.65077 -1.21329
H -3.24429 0.50149 -2.00975
H 2.40683 1.87791 0.06419
H -0.86557 2.93993 -1.01374
H 2.21068 0.14313 -0.50141
H -0.36214 2.61589 0.65769
C 1.71103 1.00963 -0.02248
H 0.72699 3.56414 -0.47279
```

Properties
Energy relative to the best compared isomer or geometry (same formula, charge and spin) = 87.1 kcal per mole
DFT total energy = -892.77333 Eh
Orbital gap (spin up / spin down) = 8.1 / 6.0 eV
Total charge = 0
Multiplicity = 3
LUMO level (spin up / spin down) = 0.12 / -2.00 eV

Atom charges from the natural (NBO) analysis, given in e for atoms 1 to 4: 0.227 -0.447 -0.730 -0.700


Record 6
Here is a structure of composition C35H40BN7O3RhS4Si from OMol25. Energies are from wB97M-V/def2-TZVPD.

```
92
C35H40BN7O3RhS4Si wB97M-V/def2-TZVPD
H -0.30775 -3.89555 2.60170
H -5.12623 0.95747 -2.59902
N -0.48811 0.77567 3.28592
C -1.34229 -3.58900 2.50809
C 3.10818 -1.65668 -3.33788
Si 2.97894 -2.38569 -5.07185
H 5.62550 -0.43123 -1.36919
O -4.66933 -4.46698 5.41587
H -1.58221 4.22664 -5.11335
H 0.57165 3.79464 3.77304
H -4.98787 -2.38130 2.22757
H -3.46193 0.06619 1.23905
H 3.15553 -0.32651 -6.44304
H 1.55860 1.63200 -2.76034
H -0.08901 -3.35309 0.21010
C -6.53209 0.42025 -1.06417
C -6.69772 0.03952 0.25848
H -3.47571 -2.23912 0.25420
S 0.33203 2.08587 -0.27860
H 0.71497 -3.42632 -5.09887
C -3.11917 -2.65109 1.19004
N -0.90399 -2.75049 0.25594
C -2.77464 0.72598 -1.26357
H -3.74861 3.22116 -1.56311
C -2.48068 1.68718 -2.36358
H 4.84280 2.94485 -1.72976
N 2.85256 2.48934 0.82533
C 3.54590 -0.52712 -0.84490
H 5.21979 -1.39352 -3.61658
N 2.32801 -0.89962 -1.20002
H 4.94112 2.85781 1.03187
H -3.16043 4.85826 -3.32241
C -5.59570 -0.08986 1.09261
H 3.54539 2.07369 2.91363
C 4.07392 2.79009 -0.99726
H -7.39048 0.51446 -1.71608
O -3.78294 -2.23439 5.86510
C -1.41998 -0.32798 3.29072
O -5.77999 -2.49514 4.47245
H -1.13658 0.34355 -3.35777
C -3.96189 -2.71815 2.28784
C -1.58925 1.32670 -3.36785
C 2.09028 -1.48872 -2.38771
H 4.03623 -1.65159 -7.19840
N 1.24793 2.00561 2.83491
H 1.77105 3.37309 -3.00361
H -1.34581 -2.80286 -0.65545
H -1.83300 -4.01233 4.54935
H -0.58794 1.96329 -5.14732
C -3.06156 2.95082 -2.35456
H -2.22506 -0.10722 3.98828
C -1.83699 3.51056 -4.34235
B 2.60303 2.60127 2.37934
C 0.71110 0.78051 2.67299
H -1.64047 2.22895 4.34872
C -1.79486 -3.04527 1.30911
C 3.93095 -4.00205 -5.08463
C 4.63165 -0.71455 -1.68440
H 4.74809 -0.77643 -5.84828
H 0.64438 -1.77201 -5.67203
H 2.54403 3.77925 2.64738
C -5.26206 0.66999 -1.56415
C 3.81467 -1.17256 -6.24438
C 0.35185 2.77170 3.53863
C -2.72799 3.86635 -3.33930
S -4.54373 -3.09078 4.96431
C 2.03099 2.37094 -0.22518
N 2.77023 2.55143 -1.35176
C -1.27683 2.24234 -4.35969
H 4.97097 -3.85901 -4.78985
H 3.62594 -0.09032 0.14228
S 1.39678 -0.55742 1.81209
C 4.11849 2.73472 0.35358
C -3.49986 -3.17586 3.51096
S 0.41728 -1.98993 -2.54137
C -0.73374 2.01550 3.81556
H -7.68894 -0.16030 0.64321
C -4.15773 0.53389 -0.73274
C 1.24333 -2.68067 -5.68662
H 3.92266 -4.45547 -6.07640
C -2.19389 -3.64398 3.59773
H -1.81386 -0.47083 2.28499
C 2.27207 2.45191 -2.70569
H 3.12053 2.24762 -3.35832
H 3.48591 -4.71089 -4.38616
N -1.83857 0.05415 -0.76299
C -4.32647 0.16289 0.60012
H -0.91454 -1.23807 3.59746
C 4.38432 -1.26424 -2.93635
H -5.71659 -0.39590 2.12334
Rh 0.20350 -0.50410 -0.43193
H 1.31784 -3.03144 -6.71945
```

Properties
Energy relative to the best compared isomer or geometry (same formula, charge and spin) = 0.0 kcal per mole
DFT total energy = -3984.57645 Eh
Orbital gap (spin up / spin down) = 6.9 / 6.0 eV
Total charge = -1
Multiplicity = 5
LUMO level (spin up / spin down) = 1.86 / 0.49 eV

Atom charges from the Mulliken analysis, given in e for atoms 1 to 4: 0.256 0.485 0.271 -0.613


Record 7
Here is a cluster of 2 separate species, C4H10OS in total at a distorted geometry from OMol25. Energies are from wB97M-V/def2-TZVPD.

```
16
C4H10OS wB97M-V/def2-TZVPD
H -3.04591 0.60161 2.18666
S 2.60293 0.98480 -0.59771
H 3.85164 -0.58654 -1.69085
H -3.55223 -2.31872 1.49991
C 2.79104 -0.61558 -1.41246
H 0.51481 1.00978 -1.81037
H -2.29948 -1.74551 -0.25677
O -2.58683 -0.96170 0.21480
C 0.86742 1.37905 -0.86227
H 0.20599 1.21152 -0.02161
H 2.30964 -0.70389 -2.38452
H -4.23170 -0.55686 3.05244
H 2.64467 -1.45863 -0.74503
C -3.55395 -0.35091 2.24227
H 0.88057 2.46202 -1.03098
C -3.15849 -1.31218 1.41194
```

Properties
Energy relative to the best compared isomer or geometry (same formula, charge and spin) = 34.3 kcal per mole
DFT total energy = -631.76995 Eh
Orbital gap = 9.1 eV
Total charge = 0
SMILES = C=CO.CSC
LUMO level = 0.69 eV

Atom charges from the natural (NBO) analysis, given in e for atoms 1 to 4: 0.205 0.184 0.227 0.164